# C32H21Cl5N2O8SW

C32H21Cl5N2O8SW as an isolated structure (ωB97M-V/def2-TZVPD, the OMol25 dataset).

Calculated values
2S+1: 1
E_tot, Eh: -4709.77720
HOMO level, Ha: -0.31629
Kohn-Sham gap, eV: 6.18
M, g mol⁻¹: 954.70

Last column: Löwdin charge in e.
Atoms and positions in Å:
C 1.70623 -1.35985 -2.94458  -0.599
H 2.70429 -0.28443 2.78100  0.118
C 1.01390 -0.58527 -2.01238  -0.378
C 0.83638 -1.37019 2.45126  -0.589
H 6.83401 -0.35556 1.95399  0.119
C -4.96877 -2.17976 0.66769  0.024
C -3.23350 -0.69462 1.35377  -0.139
O 1.14630 -0.59132 -0.69999  -0.183
C 7.46217 -1.64445 -0.33517  -0.039
C 1.64021 -0.04303 2.70172  -0.110
O 0.01104 -1.28741 1.45922  -0.137
H 7.80029 -2.19026 0.54161  0.082
H 4.84128 1.04233 2.42198  0.118
C 1.43071 -1.21650 -4.30671  -0.705
Cl -0.20701 2.94856 3.04642  0.787
O -3.15308 0.45276 3.44587  0.146
H 5.34804 -1.15324 -1.96219  0.098
Cl 0.15779 -0.13887 -6.42335  0.691
H -1.28361 -1.49151 -1.93959  0.088
H -5.91604 -2.67547 0.81933  0.124
C -4.15854 3.62406 3.09475  -0.081
O 1.81915 2.01355 -0.39485  -0.332
S 2.55738 1.70573 0.84975  0.667
C 0.45743 -0.32441 -4.74644  -0.711
O 3.01688 2.83247 1.60751  -0.252
C -1.07311 2.74377 0.24960  -0.194
C -2.14721 3.08308 1.22255  -0.342
C -4.46877 3.51006 1.75056  -0.082
H 1.30685 0.38736 3.65826  0.127
H -5.63835 -3.77614 -1.40846  0.116
H -2.13120 -2.95811 -3.72653  0.113
C -0.30844 0.39138 -3.82159  -0.620
C 3.97956 0.68749 0.50212  -0.265
C -1.86145 3.22520 2.58702  -0.588
Cl 2.27507 -2.17906 -5.44437  0.698
C 5.24030 -0.67869 -0.99888  -0.042
C -2.84783 3.47110 3.51963  -0.096
W -0.26975 0.60831 0.42260  2.077
C -3.00362 -1.71817 -0.69213  -0.166
O -1.42716 0.61874 2.02258  -0.259
O -0.74141 0.77851 -1.45006  -0.257
C -2.24848 -1.96499 -1.85481  0.016
H -0.22738 3.43581 0.41014  0.066
H -1.46646 2.96552 -0.75640  0.078
H -4.93906 3.81843 3.81189  0.105
H 8.26351 -0.97106 -0.64211  0.091
H -3.71932 3.12092 -0.21885  0.114
C 6.06862 -0.23525 1.20244  -0.020
O 1.01921 -2.33454 3.15167  0.095
C -3.95285 -3.44992 -2.67454  -0.062
C -4.45212 -1.33975 1.61428  0.031
C -2.71655 -2.79948 -2.83194  -0.039
C 6.22796 -0.85336 -0.03543  -0.253
C 4.95334 0.53638 1.47579  -0.057
Cl -1.61840 1.37871 -4.31903  0.738
H 7.28486 -2.35059 -1.14069  0.080
C -4.69364 -3.26654 -1.53888  -0.025
C -4.24481 -2.39906 -0.52018  -0.139
H -4.95627 -1.13571 2.54369  0.124
Cl 2.85333 -2.51785 -2.40156  0.769
N 1.36910 0.86244 1.59267  -0.354
C -3.47721 3.22984 0.83021  -0.044
C -0.03273 0.25890 -2.47055  -0.349
N -2.53543 -0.84395 0.23761  0.146
H 3.36710 0.26790 -1.48474  0.094
C 4.12298 0.09565 -0.73727  -0.056
H -5.48488 3.64583 1.41340  0.102
H -2.60427 3.52968 4.56631  0.111
H -4.30456 -4.11203 -3.45097  0.108
C -2.60200 0.19992 2.40432  -0.496

# C2H7O3Sm

C2H7O3Sm as an isolated structure (ωB97M-V/def2-TZVPD, the OMol25 dataset).

Calculated values
2S+1: 7
E_tot, Eh: -963.83532
Expectation value of S²: 12.008
Net charge: +1
HOMO level (spin up / spin down), Ha: -0.43237 / -0.50642
Kohn-Sham gap (spin up / spin down), eV: 7.11 / 9.16
M, g mol⁻¹: 229.44

Last column: Löwdin spin population.
Atoms and positions in Å:
H -1.38077 1.72770 0.19326  0.000
Sm 2.65299 0.14345 1.01014  6.036
O 4.36807 -0.57054 -0.11399  -0.032
H -1.43712 -0.18997 -1.40933  0.000
H 0.62378 1.39888 -0.81957  0.000
H 4.69684 -1.46132 -0.22881  0.000
O 0.53035 0.95682 0.04540  -0.005
O -2.78357 -0.50925 0.14785  0.000
C -0.84988 0.79445 0.41492  0.000
C -1.46329 -0.38134 -0.32356  0.000
H -3.21540 -1.24384 -0.29515  0.000
H -0.87043 -1.28933 -0.11863  0.000
H -0.87156 0.62429 1.49746  0.001

# C2H2N3O2

C2H2N3O2 as an isolated structure (ωB97M-V/def2-TZVPD, the OMol25 dataset).

Calculated values
2S+1: 1
E_tot, Eh: -392.13872
Net charge: -1
HOMO level, Ha: -0.12135
Kohn-Sham gap, eV: 7.48
M, g mol⁻¹: 100.06

Last column: Löwdin charge in e.
Atoms and positions in Å:
H -0.85307 1.60703 1.35756  0.067
N -1.35321 -0.33991 0.30255  0.101
H 0.54466 -2.77632 -0.45630  0.008
C -0.25902 -0.87493 -0.23649  -0.723
O 0.79266 -0.06833 -0.61081  0.087
O 1.48302 2.04472 -0.18171  0.020
C 0.63331 1.16837 -0.12980  -0.634
N -0.65870 1.41286 0.37531  0.083
N -0.32963 -2.17348 -0.42031  -0.009